[1]
A molecular structure, C9H12Cl2CoErN2O4, computed with wB97M-V/def2-TZVPD.

Last column: Mulliken charge in e.
Geometry (Å):
Er (0.03387, -1.44681, -6.05517)  1.5919
Co (-0.17052, -1.43834, -1.06491)  0.4565
Cl (-0.59875, 0.88144, -5.89315)  -0.2901
Cl (-0.02335, -1.69922, -3.45556)  0.1920
C (-0.43502, -2.98195, -0.20026)  0.5146
C (-0.15631, -0.83656, -8.41307)  0.1841
C (0.44674, -2.69036, -8.28690)  0.1087
O (-1.08495, -3.86300, 0.19924)  -0.0486
O (-0.38798, -0.26353, -9.39833)  0.0684
O (0.60011, -3.17158, -9.35567)  0.0017
C (-1.81128, 1.85484, 0.95393)  -0.8703
N (-0.86261, 1.37862, 1.92703)  0.2147
C (-0.76106, 2.04463, 3.20589)  -0.4322
C (-0.12034, 1.15229, 4.23304)  -0.7964
C (1.16948, 0.62631, 3.69137)  -0.5013
N (0.95563, 0.01091, 2.39607)  0.2629
C (1.95204, -0.92323, 1.89483)  -1.0058
C (-0.02387, 0.39604, 1.53472)  0.4242
O (-0.16188, -0.11849, 0.38508)  -0.6109
H (-1.30339, 2.24895, 0.06694)  0.3705
H (-2.43175, 2.63607, 1.40679)  0.3845
H (-2.45565, 1.05222, 0.58546)  0.3415
H (-0.15584, 2.96672, 3.10657)  0.3085
H (-1.76577, 2.31298, 3.54976)  0.4481
H (-0.78947, 0.34417, 4.54783)  0.3550
H (0.12443, 1.72973, 5.12072)  0.3746
H (1.61676, -0.12976, 4.33541)  0.5033
H (1.89448, 1.44347, 3.60670)  0.3294
H (2.22559, -0.71125, 0.84740)  0.3514
H (2.85623, -0.83095, 2.51578)  0.4420
H (1.62439, -1.97435, 2.01245)  0.3274

Forces on atoms 1 to 6 (eV/Å):
Er -0.24 1.16 -0.12
Co 0.94 4.20 -1.97
Cl 0.36 -1.25 -0.09
Cl 0.01 -0.14 1.06
C -4.85 -8.40 3.82
C -2.38 6.37 -5.24

Results
- ⟨S²⟩ = 15.80
- highest occupied orbital energy (spin up / spin down) (eV) = -22.41 / -22.44
- orbital gap (spin up / spin down) (Ha) = 0.31587 / 0.23711
- 2S+1 = 8
- net charge = +4
- LUMO (spin up / spin down) (eV) = -13.8120 / -15.9928

***

[2]
A molecular structure, C9H12Cl2EuLaN3O3P, computed with wB97M-V/def2-TZVPD.

Last column: Mulliken charge in e.
Geometry (Å):
La (-3.83651, -4.67890, -1.32197)  1.8768
Eu (0.02891, -2.49265, 0.08642)  1.3927
Cl (-1.54685, -5.05266, -0.12138)  -0.4087
Cl (-2.69994, -2.16311, -0.82438)  -0.5110
C (-0.57987, -1.18765, -2.18742)  0.1047
C (-3.83552, -6.56212, 0.00127)  0.1823
C (-5.28124, -7.09457, -2.12136)  0.0681
O (-0.80322, -0.56053, -3.11944)  -0.0457
O (-3.70745, -7.58039, 0.59575)  0.0570
O (-5.84097, -8.05156, -2.31758)  0.0249
C (0.80726, 3.60284, 0.93861)  -0.8416
N (1.54514, 2.70003, 1.81056)  0.3245
C (2.83271, 2.37042, 1.19757)  -0.7546
N (2.60679, 1.63930, -0.14359)  0.1643
C (1.82775, 2.54310, -0.99593)  -1.0004
N (0.51414, 2.96106, -0.43933)  0.1814
C (-0.45995, 1.88354, -0.38820)  -0.4752
P (0.17374, 0.52875, 0.86827)  0.2068
C (0.75956, 1.63087, 2.32754)  -0.6135
C (1.91354, 0.34286, 0.03542)  -0.9358
H (1.49157, 4.46726, 0.79478)  0.3621
H (-0.09689, 3.85342, 1.48861)  0.4023
H (3.38945, 1.73274, 1.89440)  0.3551
H (3.34251, 3.34294, 1.03176)  0.3401
H (1.61282, 2.00620, -1.92028)  0.4254
H (2.42376, 3.44972, -1.17895)  0.3282
H (-1.43959, 2.23707, -0.04537)  0.3964
H (-0.66534, 1.50586, -1.39939)  0.3492
H (1.32522, 1.03886, 3.06406)  0.4298
H (-0.13191, 2.04942, 2.78330)  0.4276
H (1.72468, -0.11141, -0.94789)  0.7089
H (2.60571, -0.35074, 0.55418)  0.4781

Forces on atoms 1 to 6 (eV/Å):
La -0.25 4.02 -2.74
Eu -0.39 -0.29 0.27
Cl 0.63 -0.47 0.11
Cl -0.80 -0.26 0.15
C 0.13 2.23 -3.42
C 0.98 -10.53 7.05

Results
- ⟨S²⟩ = 12.02
- highest occupied orbital energy (spin up / spin down) (eV) = -20.47 / -20.00
- orbital gap (spin up / spin down) (Ha) = 0.22104 / 0.20381
- 2S+1 = 7
- net charge = +4
- LUMO (spin up / spin down) (eV) = -14.4506 / -14.4518

***

[3]
2 unconnected molecules or ions with the total composition C9H12Cl2FP, computed with wB97M-V/def2-TZVPD.

Last column: Mulliken charge in e.
Geometry (Å):
Cl (1.85635, 3.98624, 3.20698)  -0.2170
C (0.56348, 2.75744, 3.36648)  -0.4020
C (1.10673, 1.37839, 3.73579)  -0.5111
C (0.38012, 0.24138, 3.01769)  -0.9319
P (0.66122, -0.00636, 1.21469)  0.2714
Cl (2.72785, -0.11670, 1.16791)  -0.2603
H (0.04084, 2.74620, 2.41257)  0.2460
H (-0.11458, 3.13868, 4.12546)  0.3535
H (1.00887, 1.23423, 4.81341)  0.3110
H (2.17130, 1.33057, 3.51125)  0.3437
H (-0.70717, 0.35346, 3.11496)  0.4165
H (0.62913, -0.71689, 3.48006)  0.3815
H (0.59389, 1.35454, 0.82929)  0.0098
F (-2.58784, 0.34391, -2.11964)  -0.3185
C (-1.74520, -0.56878, -2.64964)  0.3395
C (-2.27359, -1.63304, -3.35138)  -0.5070
C (-1.39791, -2.56775, -3.88577)  -0.2567
C (-0.02752, -2.42882, -3.71312)  -0.5300
C (0.47355, -1.34658, -3.00288)  -0.3742
C (-0.38839, -0.40212, -2.46444)  -0.4696
H (-3.34480, -1.72011, -3.47051)  0.4142
H (-1.79189, -3.40998, -4.43926)  0.3503
H (0.64828, -3.16295, -4.13057)  0.3719
H (1.54052, -1.23548, -2.86059)  0.3711
H (-0.02323, 0.45052, -1.90874)  0.5980

Forces on atoms 1 to 6 (eV/Å):
Cl 0.02 -0.02 0.03
C -0.03 -0.01 0.01
C 0.04 0.04 -0.02
C -0.08 0.03 0.04
P -0.06 -0.01 0.01
Cl 0.09 -0.01 -0.01

Results
- highest occupied orbital energy (eV) = -9.32
- orbital gap (Ha) = 0.36658
- 2S+1 = 1
- relative energy (zero: lowest compared OMol25 entry of this formula, charge and spin) (eV) = 0.016
- net charge = 0
- LUMO (eV) = 0.6535

***

[4]
6 unconnected molecules or ions with the total composition C9H12Cl9N3, computed with wB97M-V/def2-TZVPD.

Last column: Mulliken charge in e.
Geometry (Å):
C (-0.47996, -0.03336, -3.81390)  -0.2992
C (-1.01484, -1.41453, -3.55373)  0.3057
N (-1.34842, -2.51908, -3.34400)  -0.5308
H (0.23629, -0.11007, -4.63195)  0.3170
H (-0.13209, 0.27306, -2.82740)  -0.1424
H (-1.32168, 0.48961, -4.26790)  0.3427
C (2.13976, -2.90868, -1.86722)  -0.5964
C (2.64082, -1.61574, -2.43430)  0.2288
N (3.01250, -0.66571, -2.96253)  -0.4085
H (2.77165, -3.76992, -2.08420)  0.3517
H (1.14058, -3.24099, -2.14884)  0.2298
H (2.27808, -2.70729, -0.80495)  0.1627
C (-4.62698, -0.53576, 0.19836)  -0.6231
C (-5.24866, -0.98406, 1.41260)  0.3251
N (-5.67380, -1.48968, 2.33949)  -0.3644
H (-4.26696, -1.34811, -0.43297)  0.2503
H (-3.84665, 0.18410, 0.44529)  0.1108
H (-5.24048, 0.12456, -0.41459)  0.2969
C (0.48411, 0.64210, 0.34263)  0.4269
Cl (-0.94061, -0.19792, -0.08352)  -0.0945
Cl (0.42083, 1.23993, 1.99218)  -0.1035
Cl (0.88144, 2.07986, -0.73229)  -0.1633
H (1.22504, -0.15491, 0.28028)  -0.0770
C (-1.19978, 3.83049, 3.64982)  0.0226
Cl (0.45362, 4.29857, 4.08963)  -0.0995
Cl (-1.35166, 4.21393, 1.86046)  -0.1166
Cl (-2.46015, 4.77833, 4.54903)  -0.1606
H (-1.36291, 2.77061, 3.84513)  0.3059
C (4.51691, -0.29609, 2.34572)  -0.0033
Cl (6.17442, -0.77920, 2.65985)  -0.3231
Cl (3.93759, -0.84977, 0.72914)  -0.4174
Cl (4.37715, 1.47164, 2.62714)  -0.3548
H (3.82480, -0.77595, 3.03769)  0.2020

Forces on atoms 1 to 6 (eV/Å):
C -1.23 -2.02 -0.30
C -0.09 -2.08 0.11
N 0.63 2.70 -0.46
H 0.53 0.05 0.58
H 0.23 0.77 -0.54
H 0.01 0.59 0.63

Results
- ⟨S²⟩ = 0.75
- highest occupied orbital energy (spin up / spin down) (eV) = -0.03 / -6.56
- orbital gap (spin up / spin down) (Ha) = 0.07779 / 0.31721
- 2S+1 = 2
- net charge = -1
- LUMO (spin up / spin down) (eV) = 2.0902 / 2.0732

***

Calculated values (hartree/bohr) of maximum force for the records, taken in order: 0.203; 0.247; 0.002; 0.065.
Calculated values (eV) of DFT total energy for the records, taken in order: -110946.3490; -74617.9109; -46579.2556; -126697.5641.